ORCA calculation (wB97M-V/def2-TZVPD) on an isolated molecule of C12F26 in a non-equilibrium geometry.

Properties
**Strongest force on any atom**: 0.0627 hartree/bohr
**Electronic energy**: -3053.798346 a.u.
**Kohn-Sham gap**: 0.4983 Ha
**Structure (SMILES)**: FC(F)(F)C(F)(C(F)(F)F)C(F)(F)C(F)(F)C(F)(F)C(F)(F)C(F)(F)C(F)(F)C(F)(C(F)(F)F)C(F)(F)F

Geometry as XYZ:
```
38
Properties=species:S:1:pos:R:3:forces:R:3
F -1.850796 -1.205112 -4.517472 -0.9 1.9 0.8
C -2.898644 -0.420191 -4.085436 -0.5 -1.8 -1.9
F -3.916391 -1.327849 -4.026752 0.6 1.3 0.6
F -3.242435 0.479457 -5.050832 0.7 -0.8 1.2
C -2.661709 0.303706 -2.703232 0.3 -1.2 -0.2
F -2.516701 -0.701741 -1.761371 -0.4 0.9 -0.7
C -3.897427 1.195262 -2.372395 -2.0 1.1 1.3
F -3.927847 1.419963 -1.020599 0.5 0.0 -1.5
F -5.100413 0.606368 -2.626984 1.6 0.3 -0.3
F -3.889799 2.395733 -3.027240 0.3 -1.7 0.8
C -1.324908 1.092557 -2.735554 2.2 -0.3 -0.8
F -0.262468 0.249267 -3.080678 -1.4 0.4 1.1
F -1.355572 1.949781 -3.754913 -0.5 0.6 -0.2
C -0.834906 1.934973 -1.495483 0.8 1.4 -0.1
F -1.724006 2.944251 -1.293911 0.3 -0.9 0.0
F 0.342021 2.584602 -1.880812 -1.5 -1.3 0.4
C -0.554518 1.250027 -0.105226 -0.3 -0.1 1.0
F -1.652287 0.609387 0.370908 0.4 0.1 -0.8
F -0.338203 2.257062 0.788358 0.4 -0.4 -0.8
C 0.650520 0.232408 -0.039447 0.7 -1.5 -0.9
F 1.724778 0.663781 -0.718040 -0.3 0.5 0.2
F 0.312127 -0.972120 -0.657586 -0.3 1.6 1.0
C 1.126562 -0.063546 1.431200 -0.4 0.2 1.1
F 0.026962 -0.249903 2.213750 0.4 0.0 -0.4
F 1.783456 1.007675 1.935666 0.0 -0.4 -0.5
C 2.007266 -1.348602 1.612352 -0.4 -0.8 -3.1
F 2.888541 -1.476707 0.550931 -0.1 1.0 1.0
F 1.194953 -2.400234 1.376332 -0.5 0.0 0.9
C 2.762300 -1.604400 2.908015 0.4 -0.1 1.5
F 3.330519 -2.835957 2.734510 -0.4 0.1 0.2
C 1.834037 -1.677608 4.211530 -0.1 -0.1 1.6
F 1.339687 -0.449702 4.590780 0.6 -2.0 -0.9
F 2.608543 -2.136308 5.271265 -1.2 0.7 -1.9
F 0.798246 -2.552855 4.047129 1.5 1.4 0.1
C 3.985234 -0.661530 3.149430 1.9 1.5 1.6
F 4.957695 -1.283032 3.896915 -1.5 0.2 -0.8
F 4.583622 -0.296182 2.016187 -0.5 -0.1 0.2
F 3.691961 0.487318 3.848704 -0.2 -1.4 -1.0
```
Forces are in eV/Å.